ORCA calculation (ωB97M-V/def2-TZVPD) on C26H36N4O4RhSSi as an isolated structure.

ORCA input file:
```
! RIJCOSX wB97M-V def2-TZVPD def2/J DEFGRID3
* xyz 1 1
Rh 0.647 0.376 -0.214
C 6.077 1.277 0.264
Si 5.637 0.970 2.047
C 6.511 -0.548 2.691
C 6.053 2.461 3.090
C 3.773 0.649 2.290
C 3.294 0.446 3.583
C 1.954 0.192 3.863
C 1.072 0.122 2.808
N 1.517 0.301 1.566
C 2.805 0.576 1.286
S 2.892 0.811 -0.449
H 7.153 1.461 0.201
H 5.567 2.151 -0.144
H 5.851 0.419 -0.370
H 7.594 -0.415 2.644
H 6.255 -1.427 2.097
H 6.248 -0.755 3.730
H 7.122 2.676 3.028
H 5.808 2.305 4.142
H 5.513 3.345 2.746
H 3.991 0.489 4.413
H 1.607 0.049 4.875
H 0.014 -0.078 2.920
C -5.191 -3.163 -2.504
C -3.888 -2.429 -2.647
C -2.760 -3.067 -3.150
C -1.557 -2.397 -3.304
C -0.354 -3.137 -3.832
C -1.475 -1.051 -2.899
C -0.201 -0.371 -3.061
O 0.264 0.499 -2.327
C -2.612 -0.377 -2.404
C -2.607 1.088 -2.055
C -3.796 -1.085 -2.294
H -5.114 -4.187 -2.866
H -5.979 -2.659 -3.065
H -5.507 -3.191 -1.459
H -2.822 -4.110 -3.436
H -0.612 -4.173 -4.045
H 0.465 -3.134 -3.110
H 0.019 -2.695 -4.757
H 0.387 -0.638 -3.949
H -2.009 1.671 -2.754
H -2.201 1.234 -1.056
H -3.626 1.471 -2.055
H -4.682 -0.569 -1.938
C -4.307 -2.376 1.368
N -2.930 -2.250 0.898
C -2.191 -3.331 0.551
C -0.915 -3.236 0.112
C -0.395 -1.919 0.028
O 0.793 -1.624 -0.388
N -1.127 -0.851 0.376
C -2.407 -0.947 0.830
O -3.089 0.008 1.156
H -4.645 -3.396 1.201
H -4.939 -1.679 0.825
H -4.370 -2.137 2.428
H -2.689 -4.287 0.648
H -0.330 -4.099 -0.161
C -2.516 4.488 0.739
N -1.233 4.067 0.198
C -0.482 5.046 -0.578
C -0.782 2.844 0.386
O 0.313 2.438 -0.058
H -2.392 5.418 1.292
H -2.904 3.727 1.412
H -3.231 4.650 -0.068
H -0.184 5.875 0.062
H -1.112 5.428 -1.381
H 0.401 4.572 -0.995
H -1.431 2.187 0.976
*
```

The HOMO energy is -10.598 eV. As for the LUMO energy: -3.0192 eV. As for the energy above the lowest of the compared OMol25 structures with the same formula, charge and spin: 0.000 eV. Its maximum force is 0.5 eV/Å. Its orbital gap is 0.2785 Eh.

Results of the Mulliken charge analysis, in e, for atoms 1 through 6: 0.43 -1.06 0.15 -1.05 -1.05 0.34

ORCA calculation (ωB97M-V/def2-TZVPD) on C7H2Cl3GeN2O7PtTe as an isolated structure.

ORCA input file:
```
! RIJCOSX wB97M-V def2-TZVPD def2/J DEFGRID3
* xyz 0 6
Pt -1.937 -2.389 0.008
O 2.394 -1.679 -0.019
C 1.203 -1.450 -0.007
O 0.261 -2.321 0.002
C 0.806 0.029 -0.006
C 1.848 0.935 -0.006
C 1.577 2.284 -0.001
C 0.277 2.829 0.003
C -0.772 1.982 0.002
C -0.576 0.527 -0.002
O -1.549 -0.243 0.003
N -2.124 2.607 0.007
O -2.155 3.817 0.003
O -3.085 1.876 -0.008
N 2.711 3.245 0.003
O 3.826 2.780 0.005
O 2.426 4.424 0.012
H 2.862 0.561 -0.008
H 0.124 3.898 0.007
Te -4.465 -2.576 -0.010
Cl 0.133 -5.563 1.675
Ge -0.803 -4.618 -0.002
Cl -2.948 -5.387 0.100
Cl -0.035 -5.571 -1.760
*
```

The HOMO energy (spin up / spin down) is -7.886 / -10.468 eV. As for the LUMO energy (spin up / spin down): -1.4878 / -4.4164 eV. As for the energy above the lowest of the compared OMol25 structures with the same formula, charge and spin: 0.948 eV. Its maximum force is 0.7 eV/Å. As for the expectation value of S²: 8.812. Its orbital gap (spin up / spin down) is 0.2351 / 0.2224 Eh.

Results of the Mulliken charge analysis, in e, for atoms 1 through 6: 0.64 -0.62 0.52 -0.55 -0.18 -0.50

ORCA calculation (ωB97M-V/def2-TZVPD) on C7H8 as an isolated structure at a distorted geometry.

ORCA input file:
```
! RIJCOSX wB97M-V def2-TZVPD def2/J DEFGRID3
* xyz 0 1
C -0.427 -1.559 -0.201
C -0.145 0.196 0.658
C 0.508 1.321 -0.178
C 1.912 1.006 -0.432
C 3.061 0.703 -0.616
C -1.583 0.280 0.765
C -2.657 -0.233 0.536
H -0.971 -1.053 -0.979
H 0.027 -2.472 -0.668
H -0.922 -1.888 0.695
H 0.342 0.133 1.644
H -0.036 1.427 -1.123
H 0.456 2.320 0.297
H 4.076 0.430 -0.794
H -3.641 -0.611 0.396
*
```

The HOMO energy is -9.744 eV. As for the LUMO energy: 0.9447 eV. As for the energy above the lowest of the compared OMol25 structures with the same formula, charge and spin: 6.612 eV. Its maximum force is 1.9 eV/Å. Its orbital gap is 0.3928 Eh.

Results of the Mulliken charge analysis, in e, for atoms 1 through 6: -0.87 -0.13 -0.63 -0.46 0.19 -0.57

ORCA calculation (ωB97M-V/def2-TZVPD) on C17H25N6OPt as an isolated structure at a distorted geometry.

ORCA input file:
```
! RIJCOSX wB97M-V def2-TZVPD def2/J DEFGRID3
* xyz 3 1
Pt 0.455 -0.023 -0.052
N -0.467 1.706 -1.484
C -0.881 2.872 -0.691
C -1.689 2.394 0.506
N -0.898 1.505 1.366
C 0.007 2.173 2.313
C 1.399 2.355 1.721
N 1.884 1.068 1.152
H 0.233 1.959 -2.177
H -1.280 1.324 -1.959
H -1.499 3.558 -1.275
H 0.002 3.428 -0.387
H -2.561 1.839 0.156
H -2.056 3.260 1.064
H -1.538 0.919 1.889
H 0.077 1.564 3.215
H -0.382 3.151 2.608
H 2.077 2.712 2.498
H 1.409 3.102 0.931
H 2.122 0.446 1.922
H 2.755 1.253 0.657
C -0.715 -1.674 5.613
C 0.407 -1.123 4.970
C 0.505 -1.178 3.606
C -0.520 -1.773 2.833
C -1.649 -2.344 3.500
C -1.724 -2.295 4.863
N -0.419 -1.793 1.479
N -1.168 -2.509 0.798
C -1.305 -2.388 -0.525
C -2.025 -3.383 -1.210
C -2.135 -3.319 -2.582
C -1.547 -2.248 -3.248
C -0.854 -1.294 -2.515
N -0.728 -1.334 -1.187
H -0.788 -1.641 6.692
H 1.195 -0.674 5.559
H 1.390 -0.820 3.099
H -2.421 -2.809 2.903
H -2.565 -2.749 5.372
H -2.460 -4.186 -0.631
H -2.666 -4.087 -3.129
H -1.621 -2.155 -4.323
H -0.388 -0.463 -3.029
C 2.679 -1.670 -1.208
C 2.003 -0.369 -1.414
O 2.147 0.514 -2.168
H 3.549 -1.723 -1.869
H 2.009 -2.495 -1.455
H 3.010 -1.809 -0.179
*
```

The HOMO energy (spin up / spin down) is -18.008 / -18.008 eV. As for the LUMO energy (spin up / spin down): -12.6313 / -12.6325 eV. As for the energy above the lowest of the compared OMol25 structures with the same formula, charge and spin: 3.315 eV. Its maximum force is 3.0 eV/Å. Its orbital gap (spin up / spin down) is 0.1976 / 0.1975 Eh.

Results of the Mulliken charge analysis, in e, for atoms 1 through 6: 1.77 -0.51 -0.64 -0.85 -0.48 -0.56

ORCA calculation (ωB97M-V/def2-TZVPD) on a 11-piece molecular cluster, C22H66O22 overall at a distorted geometry.

ORCA input file:
```
! RIJCOSX wB97M-V def2-TZVPD def2/J DEFGRID3
* xyz 0 1
O 12.575 -4.735 4.662
C 13.741 -4.012 4.527
C 14.683 -4.447 3.364
O 14.177 -4.138 2.153
H 12.030 -4.239 5.277
H 13.440 -2.966 4.461
H 14.276 -4.125 5.470
H 15.027 -5.479 3.444
H 15.532 -3.767 3.434
H 14.841 -4.257 1.470
O 25.314 -5.149 -7.812
C 24.564 -4.479 -6.805
C 23.050 -4.255 -7.096
O 22.943 -3.018 -7.725
H 25.553 -4.552 -8.524
H 24.724 -5.138 -5.951
H 25.073 -3.559 -6.518
H 22.488 -4.160 -6.167
H 22.610 -4.987 -7.774
H 22.200 -2.512 -7.388
O 20.956 -6.827 -1.908
C 19.994 -7.794 -1.755
C 18.765 -7.263 -0.995
O 17.884 -6.452 -1.798
H 21.843 -7.095 -2.156
H 19.647 -8.191 -2.709
H 20.378 -8.646 -1.194
H 18.996 -6.733 -0.072
H 18.204 -8.189 -0.867
H 18.522 -5.868 -2.215
O 22.900 -0.192 -0.062
C 21.752 0.601 -0.272
C 20.374 -0.273 -0.227
O 20.296 -1.226 -1.288
H 23.645 0.339 -0.354
H 21.791 1.373 0.496
H 21.792 1.177 -1.197
H 19.461 0.313 -0.328
H 20.342 -0.866 0.688
H 21.016 -1.833 -1.102
O 18.879 -7.624 -11.143
C 19.338 -8.823 -10.357
C 18.271 -9.236 -9.260
O 18.056 -8.016 -8.582
H 18.064 -7.951 -11.530
H 19.573 -9.643 -11.036
H 20.293 -8.554 -9.905
H 18.639 -10.024 -8.603
H 17.380 -9.591 -9.778
H 17.983 -7.313 -9.233
O 13.817 -0.926 -5.835
C 15.158 -1.323 -5.634
C 16.133 -0.244 -6.104
O 17.415 -0.748 -5.684
H 13.370 -1.066 -4.997
H 15.410 -1.371 -4.575
H 15.392 -2.329 -5.982
H 15.928 0.646 -5.507
H 16.046 0.096 -7.136
H 17.495 -0.672 -4.730
O 13.408 -8.673 -5.954
C 12.495 -7.579 -5.793
C 12.059 -7.146 -7.230
O 11.095 -8.090 -7.695
H 14.271 -8.349 -6.221
H 11.670 -7.805 -5.117
H 12.954 -6.696 -5.347
H 12.837 -6.990 -7.977
H 11.614 -6.151 -7.246
H 11.621 -8.893 -7.714
O 15.467 -1.793 -14.679
C 16.425 -2.402 -13.773
C 15.771 -2.686 -12.407
O 14.647 -3.579 -12.672
H 14.905 -2.484 -15.035
H 16.852 -3.310 -14.200
H 17.316 -1.793 -13.618
H 15.322 -1.816 -11.929
H 16.489 -3.203 -11.771
H 13.994 -3.056 -13.144
O 14.363 5.334 -2.877
C 13.638 5.477 -1.644
C 14.649 5.808 -0.519
O 15.673 4.884 -0.573
H 15.244 5.225 -2.511
H 12.869 6.249 -1.656
H 13.136 4.550 -1.364
H 14.213 5.649 0.467
H 15.081 6.801 -0.641
H 16.248 5.142 0.151
O 11.050 1.726 -9.275
C 10.943 3.025 -8.712
C 9.524 3.179 -8.072
O 8.411 3.220 -8.960
H 11.314 1.199 -8.518
H 11.672 3.134 -7.909
H 10.981 3.764 -9.512
H 9.581 3.974 -7.329
H 9.397 2.328 -7.402
H 7.609 3.109 -8.443
O 9.651 -0.321 0.705
C 8.627 -0.779 -0.015
C 9.058 -0.935 -1.517
O 10.224 -1.694 -1.633
H 10.435 -0.565 0.207
H 8.411 -1.769 0.386
H 7.712 -0.203 0.124
H 9.174 0.072 -1.918
H 8.247 -1.409 -2.069
H 10.149 -2.409 -0.998
*
```

Its SMILES is OCCO.OCCO.OCCO.OCCO.OCCO.OCCO.OCCO.OCCO.OCCO.OCCO.OCCO. The HOMO energy is -9.816 eV. As for the LUMO energy: 0.0250 eV. As for the energy above the lowest of the compared OMol25 structures with the same formula, charge and spin: 5.927 eV. Its maximum force is 3.5 eV/Å. Its orbital gap is 0.3617 Eh.

Results of the Mulliken charge analysis, in e, for atoms 1 through 6: -0.52 -0.46 -0.37 -0.50 0.33 0.31

ORCA calculation (ωB97M-V/def2-TZVPD) on C7H18ClI2O4P2Tl as an isolated structure at a distorted geometry.

ORCA input file:
```
! RIJCOSX wB97M-V def2-TZVPD def2/J DEFGRID3
* xyz 2 1
I 4.240 2.460 -1.248
I 4.301 -0.691 0.167
Tl 1.972 2.012 0.445
P -0.719 0.013 -2.798
C 0.298 -0.070 -4.244
C -1.762 -1.398 -2.491
H -2.406 1.550 -1.912
H -2.388 1.512 -3.680
H -1.140 2.412 -2.763
C -1.744 1.495 -2.780
H -2.220 -1.268 -1.510
H -2.527 -1.476 -3.256
H -0.351 -0.069 -5.129
H 0.907 -0.981 -4.241
H -1.130 -2.290 -2.431
H 0.993 0.779 -4.268
C 0.343 -0.346 -1.354
O 1.159 -0.910 -0.755
Cl -1.022 0.766 0.325
C -1.078 -0.521 4.700
O 0.126 -0.869 3.982
P 0.138 -0.886 2.323
O 1.690 -0.826 2.016
C 2.753 -0.289 2.814
O -0.300 -2.387 1.920
C 0.553 -3.531 2.117
H -1.962 -0.649 4.069
H -1.026 0.522 5.015
H -1.140 -1.167 5.577
H 2.755 0.808 2.784
H 2.777 -0.763 3.797
H 3.667 -0.615 2.243
H 1.353 -3.535 1.378
H 0.943 -3.542 3.146
H -0.081 -4.408 1.969
*
```

The HOMO energy (spin up / spin down) is -13.811 / -13.885 eV. As for the LUMO energy (spin up / spin down): -9.1139 / -8.6443 eV. As for the energy above the lowest of the compared OMol25 structures with the same formula, charge and spin: 0.000 eV. Its maximum force is 4.1 eV/Å. Its orbital gap (spin up / spin down) is 0.1726 / 0.1926 Eh.

Results of the Mulliken charge analysis, in e, for atoms 1 through 6: -0.19 -0.27 0.41 0.80 -1.06 -1.18

ORCA calculation (ωB97M-V/def2-TZVPD) on C29H57CdCl3N2O3PSi as an isolated structure at a distorted geometry.

ORCA input file:
```
! RIJCOSX wB97M-V def2-TZVPD def2/J DEFGRID3
* xyz -1 1
C -1.541 -2.178 -3.624
C -1.046 -3.161 -2.615
H -1.458 -2.576 -4.641
H -0.986 -1.226 -3.577
H -2.601 -1.943 -3.438
C -0.583 -4.390 -2.881
C -0.419 -4.976 -4.244
H -0.289 -5.056 -2.064
H -0.629 -4.246 -5.036
H -1.088 -5.839 -4.383
H 0.608 -5.349 -4.376
Cd -0.126 0.530 -1.061
Cl -2.346 0.427 0.057
Cl 0.472 1.422 -3.209
H 0.691 4.723 3.204
H -1.359 5.833 2.204
C 1.004 4.437 2.192
C -1.013 5.496 1.218
N -0.178 4.311 1.347
H 1.548 3.488 2.228
C -0.375 3.232 0.580
O 0.456 2.292 0.480
H -1.873 5.237 0.594
H -1.347 3.207 0.053
H 1.666 5.225 1.810
H -0.458 6.323 0.754
H 1.536 -1.659 -3.438
H 2.302 -3.768 -1.984
C 2.456 -1.165 -3.102
C 3.204 -3.143 -1.857
N 2.873 -1.729 -1.829
H 2.266 -0.091 -3.006
C 2.714 -1.092 -0.653
O 2.251 0.057 -0.504
H 3.701 -3.418 -0.915
H 3.039 -1.695 0.227
H 3.241 -1.355 -3.841
H 3.878 -3.344 -2.700
O 0.039 -1.818 -1.000
C -1.010 -2.649 -1.180
C 0.193 -4.307 0.344
C -1.002 -3.750 -0.102
H 1.123 -3.903 -0.049
C 0.160 -5.342 1.288
H -1.943 -2.085 -1.037
C -2.224 -4.147 0.439
H 1.107 -5.782 1.600
C -1.066 -5.770 1.808
C -2.261 -5.173 1.387
H -3.116 -3.625 0.091
H -1.072 -6.571 2.543
H -3.218 -5.500 1.792
Si -0.448 4.356 -5.034
Cl -0.719 2.505 -5.980
C 1.402 4.564 -4.785
C -1.689 4.404 -3.630
C -0.870 5.736 -6.266
H 1.861 3.695 -4.296
H 1.607 5.464 -4.185
H 1.875 4.706 -5.771
H -0.166 5.748 -7.114
H -0.792 6.699 -5.741
H -1.888 5.637 -6.665
H -1.593 3.553 -2.935
H -2.702 4.374 -4.059
H -1.603 5.339 -3.056
C 2.413 -3.089 2.974
C 1.087 -2.667 3.623
C 1.184 -2.799 5.145
P 0.491 -1.051 2.872
C -1.287 -0.747 3.366
C -1.852 -1.689 4.438
C -1.587 0.713 3.703
C 1.519 0.331 3.567
C 1.673 0.317 5.089
C 2.868 0.452 2.852
H 3.270 -2.553 3.406
H 2.395 -2.911 1.894
H 2.565 -4.166 3.134
H 0.305 -3.369 3.285
H 2.080 -2.315 5.549
H 0.307 -2.415 5.671
H 1.263 -3.867 5.399
H -1.776 -0.948 2.388
H -1.433 -1.477 5.433
H -2.937 -1.514 4.508
H -1.691 -2.750 4.200
H -1.294 1.374 2.880
H -2.672 0.833 3.833
H -1.098 1.020 4.637
H 0.926 1.219 3.280
H 2.473 -0.368 5.409
H 1.969 1.329 5.414
H 0.746 0.060 5.626
H 2.743 0.487 1.760
H 3.350 1.385 3.179
H 3.536 -0.380 3.113
*
```

The HOMO energy is -4.463 eV. As for the LUMO energy: 2.2816 eV. As for the energy above the lowest of the compared OMol25 structures with the same formula, charge and spin: 0.000 eV. Its maximum force is 2.3 eV/Å. Its orbital gap is 0.2478 Eh.

Results of the Mulliken charge analysis, in e, for atoms 1 through 6: -1.32 0.44 0.38 0.07 0.29 0.24

ORCA calculation (ωB97M-V/def2-TZVPD) on an isolated ion of composition C16H15ClNO5S and charge -1 at a distorted geometry.

ORCA input file:
```
! RIJCOSX wB97M-V def2-TZVPD def2/J DEFGRID3
* xyz -1 1
C 3.547 3.896 -3.521
O 3.717 2.484 -3.236
C 2.610 1.705 -3.073
C 2.822 0.434 -2.480
C 1.753 -0.256 -1.941
C 0.469 0.298 -2.025
C -0.651 -0.371 -1.208
C -1.981 -0.219 -1.868
N -2.572 -1.359 -2.302
O -3.636 -1.393 -2.977
O -1.968 -2.442 -2.035
C -0.708 0.095 0.216
Cl -1.224 1.726 0.395
S -1.914 -0.970 1.506
O -3.166 -0.263 1.666
O -1.902 -2.270 0.876
C -1.328 -1.364 3.244
C -0.630 -2.550 3.447
C -0.300 -2.950 4.747
C -0.687 -2.163 5.837
C -1.390 -0.970 5.624
C -1.719 -0.571 4.320
C 0.223 1.417 -2.822
C 1.297 2.140 -3.336
H 4.562 4.300 -3.447
H 3.148 4.053 -4.540
H 2.891 4.367 -2.768
H 3.829 0.029 -2.426
H 1.859 -1.201 -1.388
H -0.502 -1.458 -1.120
H -2.379 0.725 -2.211
H 0.192 -0.145 0.802
H -0.350 -3.155 2.590
H 0.231 -3.890 4.905
H -0.478 -2.500 6.854
H -1.712 -0.363 6.473
H -2.271 0.345 4.127
H -0.796 1.780 -2.974
H 1.112 3.029 -3.931
*
```

Its SMILES is COc1ccc([C@H](C=[N+]([O-])[O-])[C@@H](Cl)S(=O)(=O)c2ccccc2)cc1. The HOMO energy is -3.233 eV. As for the LUMO energy: 2.5733 eV. Its maximum force is 2.9 eV/Å. Its orbital gap is 0.2134 Eh.

Results of the Mulliken charge analysis, in e, for atoms 1 through 6: -0.77 -0.42 0.65 -0.61 -0.31 -0.19